{
  "formula": "C39H57BF2N2O6Si",
  "method": "ωB97M-V/def2-TZVPD",
  "lumo_ev": -0.92,
  "smiles": "CC(C)C[C@@H](C)COC1=C(B(O)N(C)C)C(=O)C(c2ccncc2)=C(C(F)(F)CC[Si](C)(C)c2ccccc2)C1=O.C1CCOC1.C1CCOC1",
  "e_homo_ev": -8.68,
  "orbital_gap_ev": 7.8,
  "max_force_ha_per_bohr": 0.03844,
  "e_tot_ha": -2595.27611,
  "symbols": ["C", "C", "C", "C", "C", "C", "C", "O", "C", "C", "B", "O", "N", "C", "C", "C", "O", "C", "C", "C", "C", "N", "C", "C", "C", "C", "F", "F", "C", "C", "Si", "C", "C", "C", "C", "C", "C", "C", "C", "C", "O", "H", "H", "H", "H", "H", "H", "H", "H", "H", "H", "H", "H", "H", "H", "H", "H", "H", "H", "H", "H", "H", "H", "H", "H", "H", "H", "H", "H", "H", "H", "H", "H", "H", "H", "H", "H", "H", "H", "H", "H", "H", "C", "C", "C", "O", "C", "H", "H", "H", "H", "H", "H", "H", "H", "C", "C", "C", "O", "C", "H", "H", "H", "H", "H", "H", "H", "H"],
  "positions_angstrom": [[-1.4113, -2.6174, -2.7874], [-0.4791, -3.0534, -3.9504], [-1.3262, -3.3521, -5.2117], [0.5823, -1.9481, -4.1813], [1.8299, -2.1809, -3.2662], [3.0038, -2.8185, -4.0240], [2.2378, -0.8991, -2.4854], [2.0357, -1.1525, -1.0917], [2.2202, -0.0460, -0.3197], [1.2737, 0.8826, -0.1330], [-0.2008, 0.8614, -0.7425], [-0.9126, -0.3389, -0.5948], [-0.7522, 2.0562, -1.3659], [-2.0957, 2.3811, -0.8583], [-0.7728, 1.9393, -2.8403], [1.6417, 2.0435, 0.7905], [1.2915, 3.1887, 0.6133], [2.4757, 1.6234, 2.0100], [2.1258, 2.2740, 3.2963], [2.7436, 3.4067, 3.8182], [2.3053, 3.9312, 5.0128], [1.3280, 3.4845, 5.8082], [0.7527, 2.4129, 5.2586], [1.0817, 1.7786, 4.0825], [3.4065, 0.6919, 1.8197], [4.2563, 0.1624, 2.9701], [4.7246, 1.1328, 3.7825], [5.3702, -0.4579, 2.4473], [3.4670, -0.9440, 3.7262], [3.5596, -0.8499, 5.2627], [3.4065, -2.5532, 6.0956], [3.6660, -2.2129, 7.9474], [4.8111, -3.6930, 5.5254], [1.7030, -3.3218, 5.8173], [1.3886, -4.5873, 6.3042], [0.1485, -5.1326, 6.1214], [-0.8599, -4.4584, 5.4631], [-0.5588, -3.2182, 4.9582], [0.6943, -2.6711, 5.1309], [3.5550, 0.1444, 0.4023], [4.6201, -0.0799, -0.1282], [-1.6614, -1.5538, -2.8570], [-0.8613, -2.7800, -1.8539], [-2.3483, -3.1805, -2.8321], [0.0104, -3.9804, -3.6228], [-0.7882, -3.0026, -6.1025], [-2.3302, -2.9157, -5.1628], [-1.4757, -4.4290, -5.3680], [0.1383, -0.9727, -3.9513], [0.9039, -1.9833, -5.2312], [1.4997, -2.9233, -2.5279], [3.4451, -2.1706, -4.7877], [2.6326, -3.7462, -4.4781], [3.7692, -3.0973, -3.2888], [3.2933, -0.7058, -2.7268], [1.6407, -0.0634, -2.8660], [-1.2992, -0.3049, 0.2919], [-2.6215, 1.5062, -0.4373], [-2.7277, 2.7335, -1.6915], [-2.0981, 3.1777, -0.1052], [0.1179, 1.3918, -3.1746], [-0.7066, 2.9272, -3.3120], [-1.6859, 1.4042, -3.1385], [3.5660, 3.8744, 3.2869], [2.8136, 4.8312, 5.3679], [-0.0853, 1.9953, 5.8243], [0.5363, 0.8896, 3.7735], [3.7768, -1.9091, 3.3126], [2.4167, -0.8034, 3.4460], [4.5460, -0.4745, 5.5656], [2.8111, -0.1758, 5.6982], [3.0557, -1.3272, 8.1733], [4.7056, -1.8973, 8.1076], [3.4079, -3.0637, 8.5821], [4.5066, -4.4200, 4.7649], [5.6640, -3.1169, 5.1499], [5.1314, -4.2578, 6.4109], [2.1575, -5.1391, 6.8427], [-0.0858, -6.1288, 6.4928], [-1.8476, -4.8868, 5.3348], [-1.2903, -2.6333, 4.4048], [0.8846, -1.6875, 4.7035], [-5.6809, 1.2207, -3.1155], [-5.9444, 0.6166, -4.4885], [-4.7566, -0.3207, -4.6476], [-4.4018, -0.7592, -3.3328], [-5.0897, 0.0389, -2.3649], [-6.5702, 1.6271, -2.6350], [-4.9406, 2.0207, -3.1961], [-6.8748, 0.0437, -4.4704], [-6.0145, 1.3534, -5.2884], [-3.8932, 0.2012, -5.0765], [-4.9826, -1.1867, -5.2714], [-5.8744, -0.5776, -1.9126], [-4.3927, 0.3428, -1.5823], [-3.9741, 5.4052, -5.3380], [-2.5970, 5.9672, -5.0152], [-2.4733, 5.6567, -3.5318], [-3.2256, 4.4591, -3.2982], [-4.0195, 4.1685, -4.4547], [-4.1208, 5.1786, -6.3932], [-4.7468, 6.1141, -5.0305], [-1.8331, 5.4237, -5.5770], [-2.4912, 7.0282, -5.2368], [-2.9075, 6.4544, -2.9204], [-1.4396, 5.5035, -3.2181], [-3.5770, 3.3023, -4.9615], [-5.0329, 3.9090, -4.1449]]
}

***

{
  "formula": "CH2IOP",
  "method": "ωB97M-V/def2-TZVPD",
  "lumo_ev": -0.42,
  "e_homo_ev": -9.50,
  "orbital_gap_ev": 9.1,
  "relative_energy_kj_mol": 45.2,
  "max_force_ha_per_bohr": 0.07181,
  "e_tot_ha": -753.55554,
  "symbols": ["C", "O", "P", "I", "H", "H"],
  "positions_angstrom": [[0.3119, 0.4985, 0.0798], [-0.2458, -1.9678, -0.7546], [-0.2144, -1.2787, 0.5674], [-1.7706, 0.9623, 0.0103], [0.8551, 0.8052, -0.8173], [1.0638, 0.9805, 0.9144]]
}

***

{
  "formula": "C33H57HgN4OP2",
  "method": "ωB97M-V/def2-TZVPD",
  "lumo_ev": -2.47,
  "e_homo_ev": -8.63,
  "orbital_gap_ev": 6.2,
  "relative_energy_kj_mol": 254.4,
  "max_force_ha_per_bohr": 0.22432,
  "e_tot_ha": -2421.67046,
  "total_charge": 1,
  "symbols": ["C", "C", "C", "C", "C", "H", "H", "H", "N", "P", "P", "C", "H", "H", "C", "O", "C", "H", "C", "C", "C", "C", "C", "H", "H", "H", "C", "H", "H", "H", "C", "H", "H", "H", "C", "H", "H", "H", "C", "H", "H", "H", "C", "H", "H", "H", "C", "H", "H", "H", "C", "H", "H", "H", "C", "H", "H", "H", "C", "H", "H", "H", "C", "H", "H", "H", "C", "H", "H", "H", "Hg", "N", "C", "C", "C", "C", "C", "H", "H", "H", "H", "H", "H", "H", "H", "H", "C", "N", "C", "C", "N", "C", "H", "H", "H", "H", "H", "H"],
  "positions_angstrom": [[-0.9966, 0.3160, -2.9851], [-2.7852, 0.3586, -1.3795], [-1.8512, 0.6153, -4.0412], [-3.6777, 0.7163, -2.4541], [-3.2238, 0.8335, -3.7486], [-1.4619, 0.6923, -5.0596], [-4.7328, 0.8740, -2.2111], [-3.9205, 1.0923, -4.5540], [-1.4221, 0.2058, -1.6928], [1.4879, 0.7772, -1.8108], [-2.1329, -0.6418, 1.0725], [0.4794, 0.0905, -3.2334], [0.6758, -0.9956, -3.2335], [0.7785, 0.4850, -4.2192], [1.1621, -0.2604, 1.5145], [1.8449, -0.4410, 2.4559], [-3.2390, 0.1434, -0.0720], [-4.3181, 0.1958, 0.1090], [-2.5724, -2.5304, 1.0071], [-2.5866, -0.0206, 2.8309], [3.2623, 0.0023, -1.9919], [1.5423, 2.6545, -2.1967], [-1.4585, -3.3598, 1.6751], [-1.4744, -3.2581, 2.7703], [-1.6026, -4.4322, 1.4422], [-0.4602, -3.0523, 1.3277], [-3.9324, -2.8973, 1.6282], [-3.9402, -2.7979, 2.7256], [-4.7459, -2.2807, 1.2086], [-4.1610, -3.9550, 1.3920], [-2.6695, -2.8574, -0.5001], [-2.7363, -3.9551, -0.6311], [-3.5721, -2.4021, -0.9377], [-1.8065, -2.4831, -1.0700], [-1.9858, -0.9432, 3.9087], [-0.9044, -1.0951, 3.7481], [-2.1159, -0.4686, 4.8994], [-2.4806, -1.9268, 3.9487], [-1.9896, 1.3826, 3.0258], [-0.8892, 1.3599, 3.0212], [-2.3361, 2.0802, 2.2481], [-2.3184, 1.7711, 4.0084], [-4.1148, 0.1105, 3.0027], [-4.6512, -0.8417, 2.8902], [-4.3246, 0.4967, 4.0184], [-4.5264, 0.8333, 2.2786], [2.2695, 3.3615, -1.0340], [2.2721, 4.4519, -1.2187], [1.7691, 3.1837, -0.0719], [3.3195, 3.0352, -0.9453], [0.0773, 3.1461, -2.2963], [-0.3747, 2.8497, -3.2563], [-0.5678, 2.7701, -1.4927], [0.0806, 4.2504, -2.2442], [2.2089, 3.0186, -3.5430], [1.9094, 4.0500, -3.8054], [3.3055, 2.9983, -3.5030], [1.8715, 2.3640, -4.3658], [3.1875, -1.2593, -2.8729], [2.9460, -1.0178, -3.9217], [4.1737, -1.7609, -2.8620], [2.4410, -1.9730, -2.4987], [3.7014, -0.3953, -0.5676], [3.0186, -1.1396, -0.1303], [4.7198, -0.8264, -0.6061], [3.7185, 0.4736, 0.1114], [4.3473, 0.9083, -2.6042], [4.1503, 1.1354, -3.6629], [4.4767, 1.8526, -2.0537], [5.3098, 0.3648, -2.5556], [0.0000, 0.0000, 0.0000], [0.4723, -1.9520, -0.6791], [0.7464, -3.0459, -0.9999], [1.0905, -4.4183, -1.4190], [-0.2010, -5.1745, -1.8209], [2.0462, -4.3274, -2.6374], [1.7748, -5.1482, -0.2342], [-0.8939, -5.2535, -0.9688], [-0.7178, -4.6629, -2.6474], [0.0739, -6.1920, -2.1486], [2.9805, -3.8049, -2.3751], [2.2991, -5.3480, -2.9718], [1.5654, -3.7919, -3.4725], [2.0199, -6.1788, -0.5432], [2.7047, -4.6411, 0.0667], [1.1018, -5.1939, 0.6380], [0.6811, 4.8305, 2.8837], [0.0397, 3.9038, 1.9599], [-1.0744, 4.1267, 1.2536], [-1.3385, 2.9917, 0.5193], [-0.3693, 2.0491, 0.7403], [0.4442, 2.6581, 1.6511], [0.9738, 5.7546, 2.3424], [-0.0239, 5.0906, 3.7009], [1.5905, 4.3718, 3.3273], [-1.6608, 5.0357, 1.2810], [-2.1970, 2.8632, -0.1287], [1.3309, 2.2114, 2.0764]]
}

***

{
  "formula": "C36H79B3Cl2O27S8",
  "method": "ωB97M-V/def2-TZVPD",
  "lumo_ev": 0.31,
  "smiles": "C/C(Cl)=C(/Cl)B1OBOB(CCCc2ccccc2)O1.CCOS(C)(=O)=O.CCOS(C)(=O)=O.CCOS(C)(=O)=O.CCOS(C)(=O)=O.CCOS(C)(=O)=O.CCOS(C)(=O)=O.CCOS(C)(=O)=O.CCOS(C)(=O)=O",
  "e_homo_ev": -8.41,
  "orbital_gap_ev": 8.7,
  "max_force_ha_per_bohr": 0.08239,
  "e_tot_ha": -7630.95927,
  "symbols": ["C", "C", "Cl", "C", "Cl", "B", "O", "B", "O", "B", "C", "C", "C", "C", "C", "C", "C", "C", "C", "O", "H", "H", "H", "H", "H", "H", "H", "H", "H", "H", "H", "H", "H", "H", "H", "C", "C", "O", "S", "C", "O", "O", "H", "H", "H", "H", "H", "H", "H", "H", "C", "C", "O", "S", "C", "O", "O", "H", "H", "H", "H", "H", "H", "H", "H", "C", "C", "O", "S", "C", "O", "O", "H", "H", "H", "H", "H", "H", "H", "H", "C", "C", "O", "S", "C", "O", "O", "H", "H", "H", "H", "H", "H", "H", "H", "C", "C", "O", "S", "C", "O", "O", "H", "H", "H", "H", "H", "H", "H", "H", "C", "C", "O", "S", "C", "O", "O", "H", "H", "H", "H", "H", "H", "H", "H", "C", "C", "O", "S", "C", "O", "O", "H", "H", "H", "H", "H", "H", "H", "H", "C", "C", "O", "S", "C", "O", "O", "H", "H", "H", "H", "H", "H", "H", "H"],
  "positions_angstrom": [[3.0849, -4.9777, 5.0280], [1.9430, -4.7112, 6.0821], [1.8666, -5.8851, 7.5137], [0.9698, -3.6947, 6.0684], [-0.3295, -3.5008, 7.3692], [0.9132, -2.6341, 4.8506], [1.4203, -1.2795, 4.8708], [0.3657, -0.3730, 4.4099], [-0.5279, -0.7148, 3.2970], [-0.8804, -2.0917, 3.5506], [-2.3644, -2.6780, 3.8262], [-3.3703, -2.6196, 2.5683], [-4.3169, -3.9413, 2.6799], [-5.5965, -3.6663, 3.6365], [-6.8127, -4.6512, 3.6196], [-8.0536, -4.3452, 4.5139], [-8.1508, -3.0963, 5.4356], [-6.9404, -2.1371, 5.4934], [-5.7016, -2.4518, 4.5905], [0.2482, -3.0341, 3.6084], [3.1350, -4.2799, 4.1331], [4.1409, -5.0065, 5.4886], [2.9146, -6.0405, 4.6044], [0.1505, 0.6725, 4.9302], [-2.7599, -2.1378, 4.7692], [-2.2335, -3.7796, 4.1509], [-2.7696, -2.6019, 1.5894], [-3.9899, -1.6504, 2.6480], [-4.7428, -4.2159, 1.6457], [-3.7260, -4.8593, 3.0324], [-6.8651, -5.5970, 2.9852], [-8.9569, -5.0445, 4.4894], [-9.0626, -2.8455, 6.0688], [-6.8960, -1.2029, 6.1584], [-4.8451, -1.7028, 4.6412], [6.0240, -1.3257, 3.3730], [7.4560, -1.8175, 3.2735], [7.9768, -2.1823, 4.5525], [7.5404, -3.6037, 5.1878], [8.7582, -3.6541, 6.4715], [7.8262, -4.6488, 4.2393], [6.2424, -3.4605, 5.7949], [5.3492, -2.1371, 3.6563], [5.6864, -0.9245, 2.4151], [5.9330, -0.5491, 4.1361], [7.5409, -2.6498, 2.5690], [8.0865, -1.0092, 2.8950], [9.7475, -3.7046, 6.0177], [8.5750, -4.5442, 7.0733], [8.6583, -2.7607, 7.0877], [0.8609, 0.9820, 0.8419], [2.2368, 0.8692, 0.2124], [2.8871, 2.1391, 0.1463], [3.5577, 2.7354, 1.4931], [4.4975, 4.0193, 0.7185], [4.4659, 1.7578, 2.0358], [2.5269, 3.3414, 2.2939], [0.9340, 1.2428, 1.9000], [0.3220, 0.0359, 0.7641], [0.2753, 1.7666, 0.3558], [2.8571, 0.1419, 0.7441], [2.1312, 0.5120, -0.8157], [5.2428, 3.5669, 0.0652], [4.9873, 4.5982, 1.5015], [3.8211, 4.6583, 0.1513], [4.1175, 6.1095, -6.3590], [3.7419, 6.7825, -5.0525], [2.6641, 6.1065, -4.4026], [2.9818, 4.7405, -3.5991], [1.4437, 4.6329, -2.7285], [4.0331, 4.9916, -2.6457], [3.0493, 3.6533, -4.5420], [4.5576, 5.1255, -6.1811], [4.8456, 6.7104, -6.9075], [3.2349, 5.9598, -6.9857], [4.6057, 6.8639, -4.3865], [3.3978, 7.7989, -5.2594], [1.3592, 5.4845, -2.0539], [1.4433, 3.7022, -2.1601], [0.6284, 4.6281, -3.4520], [6.6259, 4.7085, -12.5922], [7.3389, 5.8073, -11.8266], [6.5378, 6.9841, -11.7291], [5.3385, 7.0141, -10.6434], [5.0260, 8.7549, -10.7085], [5.8741, 6.6875, -9.3465], [4.2007, 6.3245, -11.1910], [5.7643, 4.3363, -12.0333], [7.2985, 3.8678, -12.7757], [6.2532, 5.0823, -13.5490], [7.6452, 5.4638, -10.8344], [8.2474, 6.0877, -12.3653], [5.9069, 9.2857, -10.3483], [4.1709, 8.9681, -10.0664], [4.7976, 9.0343, -11.7369], [-13.0194, -4.6027, 10.4708], [-12.6445, -5.3035, 9.1785], [-13.2121, -4.6505, 8.0431], [-12.5141, -3.2950, 7.5034], [-13.3558, -3.2184, 5.9481], [-11.1177, -3.5528, 7.2620], [-12.9536, -2.1923, 8.3156], [-12.5513, -3.6177, 10.5331], [-12.6939, -5.1867, 11.3343], [-14.1000, -4.4510, 10.5297], [-11.5590, -5.3880, 9.0744], [-13.0469, -6.3194, 9.1922], [-13.0705, -4.0829, 5.3491], [-13.0534, -2.2985, 5.4477], [-14.4305, -3.2083, 6.1288], [-2.7251, -2.0198, -4.1289], [-1.3497, -2.1281, -4.7601], [-0.7025, -0.8581, -4.8297], [-0.0316, -0.2588, -3.4852], [0.9066, 1.0263, -4.2606], [0.8812, -1.2324, -2.9430], [-1.0623, 0.3489, -2.6850], [-2.6519, -1.7577, -3.0709], [-3.2602, -2.9688, -4.2055], [-3.3140, -1.2382, -4.6152], [-0.7260, -2.8523, -4.2283], [-1.4542, -2.4858, -5.7874], [1.6526, 0.5744, -4.9134], [1.3958, 1.6060, -3.4782], [0.2296, 1.6645, -4.8282], [-0.6013, 9.1747, -11.6280], [-0.5101, 10.4155, -12.4963], [-0.0772, 11.5509, -11.7466], [1.4948, 11.6893, -11.3945], [1.4553, 13.3803, -10.8726], [2.2574, 11.6000, -12.6127], [1.7878, 10.8647, -10.2515], [0.3895, 8.8509, -11.3009], [-1.0607, 8.3515, -12.1792], [-1.1893, 9.3737, -10.7287], [0.1423, 10.2486, -13.3581], [-1.5030, 10.6542, -12.8852], [1.1778, 14.0053, -11.7209], [2.4519, 13.6463, -10.5201], [0.7339, 13.4826, -10.0620], [0.8250, -9.8071, 5.7201], [0.4576, -9.1380, 7.0312], [-0.6031, -9.8282, 7.6926], [-0.2577, -11.1912, 8.4913], [-1.7844, -11.3182, 9.3785], [0.8024, -10.9275, 9.4293], [-0.1853, -12.2752, 7.5479], [1.2792, -10.7856, 5.8924], [1.5390, -9.1966, 5.1628], [-0.0638, -9.9675, 5.1047], [1.3285, -9.0459, 7.6863], [0.0989, -8.1265, 6.8281], [-1.8718, -10.4679, 10.0543], [-1.7666, -12.2487, 9.9458], [-2.6074, -11.3330, 8.6641]]
}